The following is a quantum chemistry calculation of C11H16BClN6Pd as an isolated structure at a distorted geometry, from the OMol25 dataset.

Output
2S+1: 3
Electronic energy in eV: -37266.03828
HOMO-LUMO gap (spin up / spin down) in Ha: 0.263 / 0.110
Relative energy (zero: lowest compared OMol25 entry of this formula, charge and spin) in eV: 0.0000
Total charge: +2

```
36
Properties=species:S:1:pos:R:3:forces:R:3
C 0.00090 3.30534 0.61079 0.28 -0.10 -1.62
N 0.05541 2.05979 0.10115 0.06 0.91 0.20
N 0.41011 2.08941 -1.23936 -0.59 -1.04 1.38
C 0.59817 3.38816 -1.58430 -0.82 -0.41 0.86
C 0.34209 4.17144 -0.45590 -0.23 -0.19 0.08
B 0.48571 0.67318 -1.96921 0.47 1.07 -0.62
N 1.50402 -0.23329 -1.23478 0.09 0.38 0.53
N 1.34233 -0.57557 0.08273 0.17 -0.61 -0.28
C 2.35079 -1.40033 0.42984 0.26 0.51 -1.14
C 3.17077 -1.55725 -0.70565 0.47 -0.69 1.27
C 2.63133 -0.78294 -1.71019 -1.50 1.03 -0.17
Pd -0.38098 0.34268 1.08347 1.62 -1.52 -0.48
N -0.89001 -0.07136 -1.92571 -0.54 -0.96 -0.23
N -1.31482 -0.36385 -0.64265 -2.28 -0.48 -0.20
C -2.41943 -1.11397 -0.70254 0.58 0.43 -0.01
C -2.69291 -1.35475 -2.05455 -0.92 -0.56 0.64
C -1.70214 -0.73291 -2.80377 1.96 1.82 0.92
H -2.97999 -1.39181 0.19935 0.44 0.05 -0.77
H -1.55477 -0.69849 -3.87663 0.06 0.10 0.19
H -3.55165 -1.86169 -2.43308 -0.26 -0.33 -0.23
H 0.82707 0.85284 -3.09505 -0.01 -0.12 -0.02
H 2.92218 -0.52260 -2.71120 0.27 -0.37 -0.18
H 0.76949 3.68976 -2.61729 0.18 -0.21 0.43
H 4.02918 -2.17388 -0.84498 0.37 -0.31 0.26
H 0.29891 5.24265 -0.47589 0.20 0.19 0.23
H 2.44574 -1.82830 1.42523 -0.09 0.17 -0.32
H -0.30513 3.47372 1.65911 0.36 0.06 -0.92
H 0.01577 -2.31911 2.87819 0.38 -0.57 0.58
C 0.33094 -3.20666 3.49671 -0.10 0.21 -0.14
H 0.94696 -3.87307 2.87032 -0.13 0.35 0.31
H 0.88855 -2.90084 4.41842 -0.60 -0.22 -0.91
H -0.58965 -3.76149 3.74592 0.46 0.31 0.10
Cl -2.79119 -0.44433 2.46468 0.73 0.63 -0.09
C -1.73461 0.96267 2.31233 -1.74 0.65 0.29
H -1.20399 1.03061 3.26163 0.49 0.20 0.04
H -2.25512 1.88621 2.04287 -0.10 -0.39 0.02
```
Positions in Å, forces in eV/Å.